DFT (wB97M-V/def2-TZVPD) results for an isolated molecule of C22H18N4 in a non-equilibrium geometry.

Structure (XYZ):
```
44
Properties=species:S:1:pos:R:3:forces:R:3:nbo_charge:R:1
C -0.3953 4.0036 -4.3530 2.5 0.3 0.4 -0.632
C -0.9696 2.7024 -3.9433 -1.1 -0.1 -0.1 -0.024
C -2.1578 2.4082 -4.5855 0.9 1.2 -1.1 -0.177
C -2.9828 1.3922 -4.2997 -0.2 -0.3 -0.4 -0.222
C -2.5464 0.4861 -3.3449 -0.8 -0.3 1.1 -0.195
C -1.3572 0.7362 -2.5944 -0.2 0.8 -0.4 -0.098
C -0.8894 -0.0590 -1.4227 -0.2 -2.6 -0.4 0.497
N -1.4227 -1.3580 -1.1298 -2.0 1.5 -3.0 -0.816
N 0.1539 0.3426 -0.7954 0.0 1.4 -1.0 -0.555
C 0.7103 -0.1910 0.3287 -2.8 -1.7 0.5 0.382
N -0.0932 -0.9176 1.0938 1.8 -0.2 2.2 -0.476
C 0.4763 -1.3440 2.3085 0.1 0.1 0.1 0.146
C -0.4385 -2.1029 3.2595 -1.3 -1.8 0.0 0.178
C -1.8328 -2.3759 2.9384 0.9 1.1 -1.4 -0.212
C -2.5873 -3.2091 3.7365 1.3 0.0 -0.6 -0.202
C -1.9016 -3.7526 4.8196 -3.6 -1.6 1.6 -0.237
C -0.6055 -3.4955 5.1390 -0.9 0.4 -1.7 0.014
N 0.1029 -2.7349 4.3302 1.4 1.7 -1.0 -0.420
C 1.8008 -1.0770 2.6487 -1.7 -0.9 1.3 -0.200
C 2.5592 -0.2129 1.8558 0.5 -2.3 2.5 -0.064
C 3.8276 0.1559 2.2790 2.1 0.1 2.0 -0.185
C 4.4853 1.1050 1.5579 -0.8 -0.4 -0.9 -0.196
C 3.9790 1.5465 0.3243 -3.3 -2.3 0.4 -0.223
C 2.7316 0.9968 -0.1593 3.4 2.1 -0.2 -0.138
C 2.0217 0.1387 0.6783 0.3 2.2 -2.9 -0.084
C -0.5481 1.8886 -2.9199 0.1 -0.8 -0.2 -0.164
H 0.0839 3.9630 -5.3873 -0.5 0.2 1.4 0.224
H -1.1406 4.7937 -4.3176 -0.1 0.0 -0.2 0.224
H 0.3603 4.2340 -3.5455 -0.3 0.2 -1.2 0.216
H -2.3324 3.0106 -5.4529 -0.6 0.6 -0.3 0.195
H -3.9124 1.4253 -4.8860 0.3 -1.0 0.6 0.223
H -3.3289 -0.2907 -3.2093 1.2 0.0 0.8 0.218
H -0.6207 -1.8035 -0.7645 0.1 -1.7 0.7 0.401
H -2.0594 -1.8857 -1.8560 2.2 1.7 1.8 0.397
H -2.2967 -2.0136 1.9825 0.8 0.0 1.1 0.238
H -3.5706 -3.5399 3.3684 0.4 0.3 0.7 0.224
H -2.5317 -4.4101 5.4867 1.0 0.5 -0.6 0.205
H -0.1804 -4.0294 5.9461 0.9 -0.1 0.8 0.195
H 2.2596 -1.4542 3.5829 -0.7 0.2 -0.6 0.237
H 4.3459 -0.2577 3.2489 -1.5 0.7 -2.0 0.223
H 5.4072 1.5088 1.8449 1.3 0.4 0.7 0.208
H 4.5325 2.3038 -0.1178 0.6 1.1 -1.5 0.208
H 2.3994 1.2721 -1.1716 -0.1 -0.1 0.8 0.229
H 0.4647 2.1008 -2.5018 -1.3 -0.5 0.2 0.239
```
Positions in Å, forces in eV/Å.

Values from the calculation:
2S+1 = 1
HOMO energy = -0.27781 Eh
relative energy (zero: lowest compared OMol25 entry of this formula, charge and spin) = 3.224 eV

DFT (wB97M-V/def2-TZVPD) results for an isolated molecule of C22H18N4O3S in a non-equilibrium geometry.

Structure (XYZ):
```
48
Properties=species:S:1:pos:R:3:forces:R:3:nbo_charge:R:1
O -4.3269 -3.8876 -0.3615 0.8 -2.4 0.1 -0.582
O 6.7504 3.1129 1.8816 -1.0 7.0 0.5 -0.489
O -4.4500 1.4444 -0.5292 -1.7 1.4 0.8 -0.988
N 1.7003 3.3581 1.1570 -0.3 -1.0 -0.3 -0.212
C -4.5833 -2.7351 -0.5132 -2.6 0.2 2.7 0.636
C 1.9181 2.0708 0.8946 -1.7 0.6 -1.4 0.129
C 3.1933 1.2771 0.9277 0.2 1.9 1.3 -0.210
C 4.3245 1.7689 1.4746 0.0 1.9 0.0 -0.167
C -3.5690 -1.9349 -3.9664 0.5 0.3 -1.1 -0.195
C -3.3653 -0.5352 -3.9471 -0.8 0.1 0.6 -0.200
C 7.1327 -0.8233 1.6163 -1.1 -1.1 -0.2 -0.244
C 0.3124 0.1938 0.0307 2.9 1.3 0.1 -0.197
C -3.8835 -2.6802 -2.8585 -0.4 1.1 0.0 -0.167
C -0.9560 -0.0100 -0.1929 -4.7 -3.9 -1.9 -0.240
C -1.6814 2.1732 0.3438 -2.8 -1.5 -0.1 -0.241
C -3.4559 0.0825 -2.6873 0.6 0.2 -1.2 -0.175
C 8.2223 0.0210 1.7684 -1.8 0.2 0.4 -0.205
C 5.8831 -0.2363 1.4784 0.9 1.8 -0.3 -0.166
C 0.6459 1.5054 0.3577 1.3 0.0 2.2 -0.092
C -4.1344 -1.9970 -1.6379 2.0 0.5 -1.9 -0.127
C -0.3724 2.4803 0.5759 3.2 0.1 -1.0 0.179
C -2.0341 0.8318 -0.0825 1.2 2.6 1.8 -0.220
C -3.7532 -0.6737 -1.5346 0.0 -0.1 -1.6 -0.267
C 8.0101 1.3764 1.8439 2.5 -1.5 -0.4 -0.051
C 5.6822 1.1823 1.5597 -0.9 -3.1 -0.4 0.062
N 0.3299 3.6414 0.9908 1.2 -3.2 0.7 -0.400
N -5.4601 -2.1269 0.4015 0.0 1.2 -1.1 -0.629
N 6.7943 1.9442 1.7443 -0.1 -4.3 0.1 0.162
S -3.7857 0.2322 -0.0293 2.0 1.6 -0.5 1.329
C -6.3942 -2.9935 1.1491 -0.4 0.8 -0.1 -0.414
H 3.1487 0.2837 0.5732 -0.2 -0.9 -0.6 0.202
H 4.2202 2.8249 1.8369 0.4 -1.0 -0.3 0.251
H -3.4875 -2.5189 -4.8874 0.1 0.5 0.1 0.216
H -3.2544 0.0797 -4.8865 0.1 -0.9 1.2 0.232
H 7.2085 -1.9473 1.6036 0.1 1.5 -0.1 0.226
H 0.9509 -0.6601 -0.1433 0.6 0.4 0.3 0.227
H -3.9715 -3.7339 -3.0783 -0.4 -0.1 0.9 0.241
H -1.2536 -1.0108 -0.5593 0.3 0.2 0.3 0.207
H -2.4643 2.8582 0.6338 -0.2 0.2 -0.3 0.239
H -3.2855 1.1746 -2.6407 -0.1 -0.8 0.3 0.253
H 9.1477 -0.4331 1.9178 1.7 -0.2 0.1 0.224
H 5.0656 -0.8099 1.1358 -0.9 -0.7 0.3 0.211
H 8.8780 2.0540 1.9000 -1.0 -0.1 0.2 0.233
H 0.1720 4.5496 0.6736 -0.6 1.5 -0.3 0.402
H -5.8460 -1.1807 0.1130 0.5 -2.0 0.6 0.387
H -7.0416 -3.4848 0.4028 -0.2 0.2 0.5 0.193
H -6.9479 -2.2895 1.8364 0.3 -1.1 -0.7 0.209
H -5.9334 -3.8189 1.7131 0.3 0.7 -0.2 0.228
```
Positions in Å, forces in eV/Å.

Values from the calculation:
2S+1 = 1
HOMO energy = -0.29710 Eh
relative energy (zero: lowest compared OMol25 entry of this formula, charge and spin) = 7.691 eV

DFT (wB97M-V/def2-TZVPD) results for C22H18NPRuSSe2 as an isolated structure in a non-equilibrium geometry.

Structure (XYZ):
```
46
Properties=species:S:1:pos:R:3:forces:R:3:nbo_charge:R:1
Ru -0.1795 -0.7211 0.0298 1.0 -0.1 -0.9 -0.001
Se -2.4708 0.0716 0.9861 0.1 -0.1 0.0 -0.425
P -1.9641 -1.8846 1.7491 -0.6 -0.6 0.9 0.978
Se 0.0714 -2.6372 1.6335 -0.3 0.4 0.1 -0.298
C -2.5003 -2.0125 3.4929 0.0 -0.1 0.0 -0.416
C -3.0586 -0.9442 4.1772 0.0 0.0 0.0 -0.194
C -3.4647 -1.1010 5.4974 0.0 0.0 0.0 -0.210
C -3.3200 -2.3255 6.1286 0.0 0.0 0.0 -0.197
C -2.7606 -3.3988 5.4434 0.0 0.0 0.0 -0.228
C -2.3469 -3.2412 4.1329 0.0 0.0 0.0 -0.128
C -3.0743 -3.0662 0.9048 0.0 0.0 0.0 -0.416
C -4.4490 -2.9224 1.0852 0.0 0.0 0.0 -0.128
C -5.3280 -3.7799 0.4478 0.0 0.0 0.0 -0.228
C -4.8421 -4.7823 -0.3846 0.0 0.0 0.0 -0.199
C -3.4764 -4.9251 -0.5690 0.0 0.0 0.0 -0.213
C -2.5914 -4.0711 0.0785 0.0 0.0 0.0 -0.202
H -3.1685 0.0105 3.6784 0.0 0.0 0.0 0.235
H -3.8934 -0.2620 6.0302 0.0 0.0 0.0 0.215
H -3.6382 -2.4471 7.1561 0.0 0.0 0.0 0.214
H -2.6451 -4.3562 5.9349 0.0 0.0 0.0 0.215
H -1.8976 -4.0735 3.6027 0.0 0.0 0.0 0.216
H -4.8293 -2.1333 1.7234 0.0 0.0 0.0 0.217
H -6.3941 -3.6670 0.5968 0.0 0.0 0.0 0.215
H -5.5303 -5.4517 -0.8846 0.0 0.0 0.0 0.214
H -3.0943 -5.7072 -1.2127 0.0 0.0 0.0 0.214
H -1.5219 -4.1834 -0.0516 0.0 0.0 0.0 0.239
S -1.8212 -0.5945 -4.1952 0.0 0.0 0.0 0.471
C -2.0706 0.9431 -3.4818 0.0 0.0 0.0 -0.446
C -1.4830 0.9872 -2.2650 0.0 0.0 0.0 -0.021
N -0.8441 -0.1742 -1.8964 -0.1 0.3 0.1 -0.435
C -0.9409 -1.0868 -2.8243 0.0 0.1 0.0 -0.120
H -2.6271 1.7198 -3.9773 0.0 0.0 0.0 0.253
H -1.4790 1.8210 -1.5822 0.0 0.0 0.0 0.238
H -0.4917 -2.0622 -2.7279 0.0 0.0 0.0 0.253
C 1.4682 -0.3920 -0.0027 -0.2 0.0 -0.2 0.149
C 2.7698 0.1161 0.3414 0.1 0.1 0.2 -0.120
C 2.9634 0.7817 1.5575 0.0 -0.1 -0.1 -0.187
C 4.2177 1.2655 1.8852 0.0 0.0 0.0 -0.214
C 5.2798 1.0950 1.0059 0.0 0.0 0.0 -0.196
C 5.0919 0.4350 -0.2013 0.0 0.0 0.0 -0.216
C 3.8419 -0.0593 -0.5357 0.0 0.0 0.1 -0.191
H 2.1191 0.9013 2.2235 0.0 0.0 0.0 0.229
H 4.3714 1.7778 2.8261 0.0 0.0 0.0 0.216
H 6.2599 1.4755 1.2635 0.0 0.0 0.0 0.213
H 5.9243 0.3022 -0.8801 0.0 0.0 0.0 0.215
H 3.6826 -0.5835 -1.4687 0.0 0.0 0.0 0.220
```
Positions in Å, forces in eV/Å.

Values from the calculation:
2S+1 = 1
HOMO energy (spin up / spin down) = -0.24062 / -0.24067 Eh
relative energy (zero: lowest compared OMol25 entry of this formula, charge and spin) = 0.335 eV

DFT (wB97M-V/def2-TZVPD) results for C22H19BrIrN5O2S2 as an isolated structure.

Structure (XYZ):
```
52
Properties=species:S:1:pos:R:3:forces:R:3:nbo_charge:R:1
Ir 0.4391 0.2550 -0.4059 0.1 0.0 0.0 0.859
C -3.7345 -2.9119 0.3865 0.0 0.0 0.0 -0.768
S -2.3447 -3.0297 1.5154 0.0 0.0 0.0 0.488
C -1.2670 -1.8444 0.8975 0.0 0.0 0.0 -0.186
S -1.5874 -0.8588 -0.4818 0.0 0.0 0.0 -0.103
N -0.1364 -1.7531 1.6018 0.0 0.0 0.0 -0.196
N 0.6883 -0.8309 1.1776 0.0 0.0 0.0 -0.306
C 1.9343 -0.7247 1.8087 0.0 0.0 0.0 0.073
C 2.8133 0.1786 1.2459 0.0 0.0 0.0 0.057
C 4.1108 0.4328 1.7625 0.0 0.0 0.0 -0.153
C 4.9141 1.3558 1.1557 0.0 0.0 0.0 -0.161
C 4.4378 2.0385 0.0252 0.0 0.0 0.0 -0.218
C 3.1746 1.7537 -0.4482 0.0 0.0 0.0 0.058
N 2.3620 0.8571 0.1158 0.0 0.0 0.0 -0.507
H -4.4555 -3.6464 0.7390 0.0 0.0 0.0 0.263
H -3.4300 -3.1601 -0.6282 0.0 0.0 0.0 0.241
H -4.1802 -1.9198 0.4217 0.0 0.0 0.0 0.241
H 2.1334 -1.3403 2.6727 0.0 0.0 0.0 0.246
H 4.4383 -0.1140 2.6357 0.0 0.0 0.0 0.247
H 5.9040 1.5589 1.5396 0.0 0.0 0.0 0.251
H 5.0422 2.7760 -0.4817 0.0 0.0 0.0 0.248
H 2.7972 2.2658 -1.3249 0.0 0.0 0.0 0.186
C -0.6416 3.0856 1.5013 0.0 0.0 0.0 -0.259
O -0.4333 2.6322 0.1491 0.0 0.0 0.0 -0.515
C -1.4477 2.7809 -0.7400 0.0 0.0 0.0 0.269
C -2.6527 3.4234 -0.4877 0.0 0.0 0.0 -0.247
C -3.6169 3.4812 -1.4879 0.0 0.0 0.0 -0.061
Br -5.2367 4.3582 -1.1439 0.0 0.0 0.0 0.169
C -3.4047 2.8961 -2.7225 0.0 0.0 0.0 -0.170
C -2.1946 2.2379 -2.9816 0.0 0.0 0.0 -0.159
C -1.2215 2.2117 -1.9851 0.0 0.0 0.0 0.291
O 0.0166 1.5619 -2.1836 0.0 0.0 0.0 -0.721
C -2.0553 1.5906 -4.2687 0.0 0.0 0.0 0.498
N -2.9673 1.7674 -5.2566 0.0 0.0 0.0 -0.388
C -2.5505 1.0200 -6.2672 0.0 0.0 0.0 0.174
C -3.1441 0.8436 -7.5558 0.0 0.0 0.0 -0.112
C -2.5136 0.0030 -8.4183 0.0 0.0 0.0 -0.223
C -1.3140 -0.6670 -8.0458 0.0 0.0 0.0 -0.005
C -0.7022 -0.5154 -6.7930 0.0 0.0 0.0 -0.262
C -1.3341 0.3308 -5.9257 0.0 0.0 0.0 0.240
N -1.0656 0.7456 -4.6344 0.0 0.0 0.0 -0.542
H -1.4965 2.5734 1.9423 0.0 0.0 0.0 0.203
H -0.7828 4.1652 1.5165 0.0 0.0 0.0 0.207
H 0.2659 2.8254 2.0362 0.0 0.0 0.0 0.221
H -2.8511 3.8759 0.4728 0.0 0.0 0.0 0.262
H -4.1609 2.9296 -3.4923 0.0 0.0 0.0 0.275
H 0.7017 2.2385 -2.2986 0.0 0.0 0.0 0.522
H -4.0555 1.3685 -7.8053 0.0 0.0 0.0 0.261
H -2.9150 -0.1709 -9.4063 0.0 0.0 0.0 0.259
H -0.8500 -1.3263 -8.7677 0.0 0.0 0.0 0.247
H 0.2093 -1.0436 -6.5514 0.0 0.0 0.0 0.254
H -0.3121 0.4439 -4.0369 0.0 0.0 0.0 0.454
```
Positions in Å, forces in eV/Å.

Values from the calculation:
2S+1 = 5
total charge = +2
HOMO energy (spin up / spin down) = -0.43427 / -0.49033 Eh